(1)
27
Properties=species:S:1:pos:R:3:forces:R:3 method="wB97M-V/def2-TZVPD" lumo_energy_ha="-0.022 / -0.022" homo_ev="-6.888 / -6.896"
C -0.91995 0.54411 1.18380 -1.47 0.28 -0.44
C 0.77480 -1.48437 0.57268 -0.46 1.16 -1.62
C -0.14622 1.75821 0.78546 0.00 -0.16 -0.20
C -1.99984 0.08222 0.36991 0.92 0.36 0.32
C -0.78386 0.09482 2.59763 0.38 -0.42 -0.09
N 1.62148 -2.28131 -0.28468 0.58 -0.64 -0.10
H 2.48175 -1.79157 -0.49793 -0.02 0.01 0.04
H 1.15408 -2.42503 -1.17591 -0.06 0.06 0.10
H 1.35709 -1.05416 1.38226 0.04 0.06 0.07
H -0.01835 -2.11200 0.97961 -0.08 0.06 0.06
H -0.32554 2.03062 -0.25294 -0.09 0.01 0.01
H 0.92957 1.60378 0.89969 -0.04 -0.05 0.12
H -0.42914 2.60039 1.42857 0.03 -0.10 0.01
H -2.60683 0.87749 -0.06597 0.25 0.10 -0.32
H -2.61930 -0.68230 0.82762 0.06 -0.14 -0.07
H -1.43519 -0.35160 -0.74936 0.94 -0.21 -0.12
H -1.10982 -0.93663 2.73562 -0.01 0.04 -0.06
H 0.23932 0.19411 2.96233 -0.05 0.03 0.04
H -1.42914 0.71779 3.23042 0.04 0.06 -0.19
C 1.28463 0.65216 -2.46586 -0.18 -0.09 0.33
N -0.08379 0.20715 -2.62366 -0.27 0.42 -0.59
O -0.43850 -0.80714 -1.74810 -1.30 0.17 0.46
H 0.30115 -0.71198 -0.24166 0.59 -0.97 2.25
H -0.73871 0.98334 -2.53225 0.12 -0.08 -0.02
H 1.94823 -0.17248 -2.72841 0.04 0.06 -0.01
H 1.52935 0.97880 -1.44176 0.07 -0.01 0.03
H 1.46274 1.48558 -3.14713 0.00 -0.04 -0.03

***

(2)
28
Properties=species:S:1:pos:R:3:forces:R:3 method="wB97M-V/def2-TZVPD" lumo_energy_ha=0.026 homo_ev=-8.148
C -0.30246 -1.17079 -2.32613 -0.74 0.18 -0.60
C -0.93340 -0.49843 -1.12418 -0.77 0.12 0.89
C 0.05472 -0.31517 0.04149 -1.07 -0.36 0.63
C 1.04631 0.77607 -0.22374 1.54 -0.58 -0.37
C 2.24140 0.40826 -0.72958 -0.30 -0.68 -0.60
C -0.53220 2.60023 0.41742 0.44 0.17 0.36
N 0.78452 2.10651 0.01532 -0.79 0.20 0.29
N -2.17738 -1.15263 -0.61263 0.83 -0.49 -0.52
H -1.07690 -1.28966 -3.10131 0.34 0.26 -0.01
H 0.52528 -0.57716 -2.70454 0.00 0.03 -0.17
H 0.05251 -2.17536 -2.15234 0.22 -0.35 0.51
H -1.33363 0.48205 -1.41353 0.51 0.03 -0.19
H -0.50169 -0.24401 0.99354 -0.02 0.84 -0.45
H 0.55779 -1.26134 0.25106 0.46 0.01 -0.57
H 3.05255 1.02458 -1.06492 0.03 0.82 0.21
H 2.35580 -0.59144 -1.12040 -0.04 -0.34 0.47
H -1.30882 1.86812 0.20037 -0.11 0.27 -0.10
H -0.71808 3.56837 -0.04965 -0.18 -0.26 -0.32
H -0.55871 2.81947 1.48662 -0.04 -0.22 0.14
H 1.32039 2.71717 -0.57708 -0.01 0.08 0.14
H -2.73547 -1.30839 -1.44840 -0.35 0.01 0.17
H -1.94213 -2.10404 -0.31878 -0.03 0.13 0.03
H -1.17062 -2.44467 1.90405 0.41 0.56 -0.19
H -0.10601 -2.16960 3.07770 0.03 0.45 -0.55
O -0.89149 -2.63655 2.79517 -0.49 -0.93 0.79
H 1.82195 -0.13218 2.60753 0.12 -0.26 0.20
H 1.28677 1.18628 2.24191 -0.24 0.15 0.25
O 1.18900 0.51431 2.93502 0.24 0.15 -0.45

***

(3)
28
Properties=species:S:1:pos:R:3:forces:R:3 method="wB97M-V/def2-TZVPD" lumo_energy_ha=0.012 homo_ev=-7.847
C 0.08865 -1.54582 0.80584 -0.23 0.29 0.25
C -1.17337 -2.43296 -1.12890 0.15 -0.01 0.00
C 1.47111 -2.19794 0.71811 -0.25 0.12 0.04
N -0.50244 -1.29269 -0.52206 -0.05 0.05 -0.01
O 0.17679 -0.35596 1.53093 -1.17 -0.27 0.82
H 0.67046 0.75826 0.76084 0.50 2.58 -1.49
H 0.22312 -0.94956 -1.14363 0.04 -0.02 0.00
H -0.60440 -2.23377 1.31464 0.01 -0.07 -0.11
H -1.56632 -2.13979 -2.10288 -0.02 -0.04 0.00
H -0.52673 -3.30975 -1.27525 -0.05 0.00 0.02
H -2.01545 -2.73188 -0.50337 0.00 -0.01 0.00
H 2.16680 -1.50852 0.23600 0.02 0.04 0.00
H 1.44019 -3.12551 0.14333 -0.03 -0.02 -0.01
H 1.84145 -2.41788 1.71827 0.03 0.01 0.00
C -1.53860 1.60005 0.16626 -1.42 0.18 0.99
C 1.13892 1.82703 0.17014 0.35 -1.77 1.00
C 1.33608 1.71755 -1.33672 -0.02 0.04 0.09
N -1.77248 1.27219 1.40438 0.95 0.17 -0.66
O -1.74805 2.78959 -0.38762 0.12 -0.42 0.15
H -1.88889 3.47757 0.27846 -0.01 -0.09 0.02
H -1.35853 0.78690 -0.52988 0.45 0.06 -0.02
H -0.95315 0.37803 1.69732 0.73 -0.93 -0.72
H -1.95741 2.01369 2.07130 -0.04 0.08 -0.12
H 2.10481 1.73704 0.68027 0.27 0.25 -0.19
H 0.78240 2.82326 0.44284 -0.31 -0.13 0.13
H 0.38985 1.82429 -1.87262 -0.02 -0.06 -0.10
H 1.76832 0.75007 -1.60548 -0.02 -0.01 -0.05
H 2.00687 2.48652 -1.73050 -0.01 -0.03 -0.02

***

(4)
32
Properties=species:S:1:pos:R:3:forces:R:3 method="wB97M-V/def2-TZVPD" lumo_energy_ha=0.104 charge=-1 homo_ev=-3.459
N -0.88673 -0.70247 1.47218 -2.18 0.43 0.53
P -2.31867 -0.82425 0.68926 1.87 1.98 -2.25
O -3.62084 -0.44734 1.79654 1.13 0.09 -0.60
O -2.47259 -2.52541 0.24740 0.56 2.72 -1.14
N -2.38026 0.09382 -0.84732 -0.50 -1.38 3.60
C -2.38561 1.58790 -0.63994 0.04 0.24 -0.43
C -0.90755 2.26950 -0.44222 0.17 -0.83 0.78
C 0.05226 2.23127 -1.77410 0.36 0.40 0.52
C -0.15879 3.49208 -2.80983 0.78 -0.88 -0.81
O -0.82379 4.66694 -2.22453 1.71 -0.82 0.92
H -1.08347 -0.35817 2.43706 0.35 -0.54 -0.77
H -3.44443 0.37568 2.33976 0.15 -1.53 -1.26
H -1.95069 -2.56199 -0.62673 -1.28 0.28 1.79
H -2.86003 2.06139 -1.62324 0.89 -0.86 1.97
H -3.06509 1.94012 0.25432 1.16 -0.48 -1.47
H -0.34287 1.65196 0.40900 -1.29 1.19 -1.91
H -1.07867 3.33998 0.00787 0.51 -1.72 -1.11
H -0.07739 1.19785 -2.35769 0.26 2.29 1.45
H 1.17210 2.32541 -1.37343 -2.33 -0.42 -0.94
H 0.91981 3.80190 -3.21512 -2.20 -0.55 0.81
H -0.75870 3.13195 -3.77566 0.95 1.07 2.31
H -0.33961 4.88347 -1.35669 -1.06 -0.71 -2.00
C 1.61989 -2.76684 1.02182 0.16 0.04 -0.16
S 3.23988 -2.20877 1.60274 -0.27 0.04 -0.50
O 3.95663 -1.60819 0.43003 -0.13 -0.39 0.43
C 3.92184 -3.86356 1.86740 0.18 -0.12 -0.04
H 1.02462 -1.88946 0.75705 -0.03 0.01 0.28
H 1.73693 -3.40319 0.14135 0.21 0.00 0.06
H 1.11593 -3.31805 1.81899 0.02 0.17 -0.01
H 3.89641 -4.43219 0.93467 -0.04 0.11 0.03
H 3.34254 -4.37864 2.63735 0.00 0.10 -0.05
H 4.95694 -3.76270 2.20174 -0.12 0.07 -0.04